C29H20BrCl64N3O2 | ωB97M-V/def2-TZVPD

Structure (ORCA input):
```
! wB97M-V def2-TZVPD RIJCOSX def2/J DEFGRID3
* xyz 0 1
C 5.526 -3.069 -0.021
C 5.181 -3.121 -1.512
C 3.719 -2.782 -1.795
N 3.286 -1.689 -0.916
C 2.011 -1.137 -1.354
C 2.152 -0.247 -2.518
N 2.187 0.414 -3.468
C 1.228 -0.429 -0.244
C 0.921 -1.364 0.825
N 0.642 -2.054 1.709
C -0.155 -0.037 -0.836
O -0.768 -1.130 -1.435
C -2.016 -1.523 -0.858
C -2.227 -2.995 -1.150
C -1.787 -3.401 -2.546
C 1.846 0.879 0.252
C 3.237 0.847 0.856
O 4.051 1.665 0.552
Br 3.709 -0.443 2.218
H 5.719 -2.061 0.317
H 4.739 -3.547 0.555
H 6.419 -3.666 0.135
H 5.810 -2.403 -2.037
H 5.428 -4.084 -1.943
H 3.106 -3.662 -1.620
H 3.670 -2.476 -2.844
H 3.997 -0.971 -1.028
H 1.429 -1.982 -1.712
H -0.739 0.354 -0.001
H -0.036 0.801 -1.522
H -1.998 -1.386 0.222
H -2.796 -0.915 -1.313
H -3.299 -3.171 -1.067
H -1.738 -3.621 -0.410
H -0.710 -3.459 -2.631
H -2.151 -2.694 -3.287
H -2.157 -4.389 -2.802
H 1.856 1.614 -0.543
H 1.202 1.253 1.048
C 1.069 2.753 -6.881
Cl 2.699 2.090 -6.777
Cl 0.060 2.032 -5.619
Cl 1.122 4.505 -6.652
Cl 0.387 2.392 -8.474
C -1.230 -1.297 4.775
Cl -2.176 -1.656 3.329
Cl 0.014 -0.102 4.394
Cl -2.303 -0.654 6.025
Cl -0.463 -2.777 5.370
C -5.628 -0.095 8.613
Cl -7.255 0.554 8.389
Cl -5.556 -1.742 7.979
Cl -4.470 0.917 7.742
Cl -5.227 -0.105 10.333
C 1.059 -6.776 -4.173
Cl 2.426 -7.589 -4.935
Cl -0.154 -6.384 -5.395
Cl 0.345 -7.827 -2.947
Cl 1.620 -5.284 -3.408
C -4.014 4.127 4.605
Cl -4.929 3.785 3.133
Cl -2.719 5.273 4.248
Cl -5.092 4.809 5.826
Cl -3.297 2.634 5.218
C -4.159 -5.644 2.746
Cl -3.976 -7.310 2.192
Cl -3.188 -5.403 4.200
Cl -3.605 -4.551 1.474
Cl -5.856 -5.319 3.113
C -2.919 8.639 6.805
Cl -3.824 8.327 5.321
Cl -1.608 9.773 6.473
Cl -4.005 9.328 8.014
Cl -2.229 7.109 7.395
C -4.965 7.011 11.389
Cl -3.712 7.062 10.149
Cl -6.245 5.902 10.886
Cl -4.274 6.458 12.919
Cl -5.641 8.632 11.602
C -3.838 3.805 -8.294
Cl -3.755 5.500 -7.808
Cl -5.509 3.243 -8.186
Cl -3.276 3.637 -9.961
Cl -2.783 2.846 -7.238
C -6.152 0.858 -4.579
Cl -4.936 1.463 -5.707
Cl -5.416 -0.325 -3.485
Cl -6.800 2.205 -3.636
Cl -7.464 0.086 -5.478
C 4.603 2.804 5.178
Cl 4.244 2.649 3.458
Cl 4.903 4.500 5.575
Cl 3.226 2.213 6.118
Cl 6.034 1.844 5.564
C 8.601 -4.033 3.050
Cl 7.027 -3.247 2.923
Cl 8.511 -5.644 2.328
Cl 9.809 -3.071 2.192
Cl 9.060 -4.175 4.750
C 0.730 -6.113 2.030
Cl 0.284 -4.834 3.155
Cl -0.643 -7.211 1.810
Cl 1.179 -5.391 0.478
Cl 2.107 -7.022 2.666
C 0.745 5.265 0.105
Cl 2.099 4.378 0.809
Cl 0.227 4.453 -1.381
Cl -0.586 5.280 1.265
Cl 1.237 6.917 -0.266
C -0.943 7.841 -10.120
Cl 0.254 8.453 -11.267
Cl -0.167 6.711 -9.006
Cl -1.628 9.190 -9.207
Cl -2.231 7.014 -11.001
C 4.935 -6.720 -8.302
Cl 6.161 -6.187 -9.455
Cl 5.685 -7.767 -7.090
Cl 4.221 -5.313 -7.508
Cl 3.674 -7.618 -9.153
*
```

Molecular weight, g/mol: 2791.39
Highest occupied orbital energy, eV: -10.02
Max |F|, eV/Å: 1.56
HOMO-LUMO gap, eV: 9.95
Lowest unoccupied orbital energy, eV: -0.07